Formula: C5H14N2O
Source: the Open Molecules 2025 dataset
Level of theory: ωB97M-V with the def2-TZVPD basis set

```
22
Properties=species:S:1:pos:R:3:nbo_charge:R:1
C 0.020 0.460 0.281 0.401
C -1.694 -1.295 -0.788 -0.210
C -0.192 -0.765 -0.590 -0.463
C 1.597 0.844 0.370 -0.422
C 2.581 -0.315 0.307 -0.615
N -0.718 1.613 -0.189 -0.873
N -2.783 -0.591 -0.133 -0.835
O -0.425 0.214 1.587 -0.732
H -1.206 0.787 1.675 0.477
H -0.491 1.770 -1.172 0.369
H -0.380 2.445 0.295 0.366
H -2.600 0.416 -0.192 0.369
H -2.759 -0.813 0.862 0.348
H -1.732 -2.344 -0.472 0.189
H -1.912 -1.312 -1.862 0.179
H 0.332 -1.621 -0.151 0.224
H 0.226 -0.592 -1.588 0.202
H 1.750 1.373 1.320 0.211
H 1.861 1.549 -0.427 0.190
H 3.595 0.031 0.533 0.213
H 2.602 -0.755 -0.696 0.202
H 2.329 -1.099 1.027 0.210
```

E (Eh): -383.6439
Molecular weight (g mol⁻¹): 118.180
Energy above the lowest of the compared OMol25 structures with the same formula, charge and spin (kJ/mol): 149.05
Gap between HOMO and LUMO (eV): 9.57
Multiplicity: 1
Structure (SMILES): CC[C@](N)(O)CCN